ORCA calculation (ωB97M-V with the def2-TZVPD basis set) on a 10-piece molecular cluster, C37H65F12NO13 overall in a non-equilibrium geometry.

```
128
Properties=species:S:1:pos:R:3:forces:R:3:mulliken_charge:R:1
C -2.26196 0.19153 -3.97653 -0.535 0.346 0.212 -1.2099
C -0.82662 0.29938 -4.39791 0.886 -1.077 1.127 0.3883
N -0.47060 1.21192 -5.40583 -1.494 -0.332 -2.920 0.3538
C -0.72487 2.54204 -5.03049 0.513 1.961 0.885 -1.3856
C 0.33482 3.11557 -4.08323 -0.195 0.078 1.120 0.3290
C 0.77234 0.91270 -6.06541 0.990 2.230 1.012 0.0034
C 0.79237 -0.27250 -6.93295 -0.485 -0.792 -1.541 -1.5284
H -2.36253 -0.56773 -3.20097 0.113 -0.020 0.092 -0.1008
H -2.93144 -0.09997 -4.78582 0.063 0.121 -0.189 0.3524
H -2.60691 1.13002 -3.54255 -0.212 -0.047 0.016 0.3120
H -0.19830 0.62042 -3.56710 -0.136 -0.751 0.983 -0.2681
H -0.51813 -0.70474 -4.68891 0.282 -0.042 -0.132 0.3506
H -0.78383 3.32744 -5.78398 0.291 -0.663 -1.167 0.4218
H -1.72608 2.67364 -4.62020 0.031 -0.499 0.444 0.3067
H 1.34335 3.01219 -4.48356 -0.026 0.477 -0.336 0.2187
H 0.05167 4.14198 -3.84996 0.437 0.288 -0.321 0.2410
H 0.41034 2.65948 -3.09613 -0.301 -0.499 0.025 -0.3084
H 1.59715 0.88788 -5.35325 0.349 -0.427 0.623 -0.0066
H 1.06184 1.81247 -6.60827 -0.338 0.085 -0.483 0.5423
H 1.35370 -0.11130 -7.85329 0.454 0.160 0.168 0.4055
H -0.22038 -0.35248 -7.32800 -0.193 -0.723 0.213 0.3555
H 1.18755 -1.18582 -6.48824 -0.417 -0.026 0.105 0.3041
C 0.53263 5.75549 -1.43434 0.132 -0.752 -0.086 -1.3953
C -0.04996 4.54869 -0.64490 1.109 0.583 -1.409 1.7006
O -1.23807 5.02783 -0.01264 -1.465 0.999 0.168 -0.4244
C -2.09437 4.25924 0.63369 1.127 -2.295 0.952 0.3838
O -1.89852 3.08633 0.88821 -0.652 1.123 -0.448 -0.5042
C -3.33501 4.95698 1.30211 1.390 2.711 -0.077 0.7908
F -4.48759 4.44491 1.12479 -1.984 -2.301 -1.132 -0.2427
F -3.18736 5.00737 2.63071 0.934 0.086 0.113 -0.2360
F -3.46849 6.23106 0.83358 0.708 -0.076 0.242 -0.2847
H 1.54011 5.53110 -1.78467 0.453 -0.094 0.800 0.1644
H 0.49968 6.68520 -0.86630 0.057 -0.065 -0.160 0.3754
H 0.10342 5.85241 -2.43157 -0.947 0.329 0.350 0.4034
H 0.67835 4.14836 0.06035 -0.360 0.046 0.229 -0.1960
H -0.22395 3.79187 -1.40980 -0.547 -0.365 0.560 -0.5816
C 3.09316 -8.30728 1.66162 -1.742 0.466 0.573 -1.1625
C 2.62548 -6.82510 1.59738 1.433 -0.862 -1.956 -0.2247
O 1.20897 -6.68691 1.73320 -1.241 0.671 0.632 -0.2570
C 0.70657 -5.48922 1.41455 1.586 2.502 -0.755 0.5242
O 1.37506 -4.49931 1.07953 -1.470 -2.403 0.885 -0.5598
C -0.88095 -5.34313 1.39025 2.311 0.883 0.543 0.7402
F -1.23505 -4.84409 0.23129 -0.130 0.538 -1.124 -0.1913
F -1.41322 -6.48102 1.54916 -1.564 -3.144 0.276 -0.2667
F -1.35095 -4.54195 2.34113 0.373 0.575 0.388 -0.2281
H 2.73041 -8.83253 2.54514 0.351 0.186 0.329 0.3194
H 4.17121 -8.42172 1.54839 -0.185 0.211 -0.038 0.3525
H 2.54173 -8.79037 0.85499 0.417 -0.212 -0.229 0.3017
H 2.77951 -6.63890 0.53451 0.345 0.701 -0.022 0.2849
H 3.23418 -6.09720 2.13380 -0.536 -0.101 0.479 0.3495
C -3.10834 0.84590 8.48846 0.184 -0.031 -0.441 -1.0149
C -3.85097 0.68026 7.14990 0.496 0.617 1.240 -0.2450
O -2.95422 0.58455 6.03071 0.289 -0.119 -1.935 -0.2494
C -2.40541 1.62919 5.40717 0.285 3.815 3.850 -0.2750
O -2.30763 2.78112 5.93679 -0.628 -4.319 -2.595 -0.5559
C -1.68133 1.29835 4.06455 -0.832 -0.290 -0.363 1.3477
F -0.85095 2.28952 3.77112 -0.346 -0.404 -0.114 -0.1366
F -0.96015 0.15386 4.17677 -0.705 0.751 -0.184 -0.1948
F -2.60018 1.16760 3.03403 1.230 -0.027 1.539 -0.2458
H -2.18339 1.41030 8.37011 -0.080 0.059 -0.175 0.3082
H -2.84493 -0.11949 8.92059 -0.143 0.101 0.132 0.2972
H -3.74170 1.43970 9.14753 0.025 -0.303 0.221 0.3389
H -4.52395 1.53483 7.07971 0.031 -0.099 -0.674 0.3060
H -4.39797 -0.26252 7.15708 -0.033 0.224 -0.299 0.3204
C 5.47404 4.63794 -2.95956 0.066 -0.297 -0.873 -1.4923
C 4.17145 4.02149 -2.55165 -0.536 0.472 0.997 0.4466
O 4.23883 2.58965 -2.65689 -1.238 -1.410 0.894 -0.2778
C 3.31497 1.88821 -1.90104 0.096 2.799 0.525 0.3295
O 2.48554 2.41522 -1.15954 1.935 -1.742 -1.915 -0.2566
C 3.58776 0.34879 -1.98092 -0.167 1.458 -1.965 0.7647
F 2.51009 -0.27541 -2.46890 0.351 0.016 -0.736 -0.1395
F 4.70468 0.07250 -2.71255 -1.272 0.014 0.420 -0.2884
F 3.74884 -0.07504 -0.78866 0.723 -1.026 2.559 -0.2513
H 5.41914 5.72384 -3.03622 -0.223 -0.011 0.318 0.4033
H 5.69264 4.29984 -3.97248 0.474 -0.122 0.060 0.3520
H 6.25213 4.36037 -2.24849 0.103 -0.002 -0.256 0.3319
H 3.30283 4.35802 -3.11766 0.089 0.078 -0.142 0.1272
H 4.01148 4.27965 -1.50481 -0.363 -0.103 0.068 -0.0014
C -2.35188 -4.26043 -3.00372 -0.978 0.799 1.045 -0.5850
C -1.49428 -5.17990 -3.76924 1.514 1.507 -1.405 0.7073
O -1.77988 -6.31058 -3.97913 -0.877 -2.157 0.103 -0.5528
C -0.24001 -4.62463 -4.42792 0.090 0.601 -0.109 -0.9716
H -1.83151 -3.89299 -2.11924 0.016 -0.392 0.370 -0.0663
H -3.28207 -4.77009 -2.75253 0.187 -0.060 0.348 0.3407
H -2.64957 -3.31175 -3.45034 0.293 -0.113 -0.814 0.3387
H -0.51637 -3.75030 -5.01722 -0.105 0.201 -0.010 0.1987
H 0.22186 -5.32364 -5.12518 -0.148 -0.229 0.332 0.3495
H 0.50108 -4.26501 -3.71408 0.002 -0.084 0.179 0.2702
C -5.85615 -2.18064 -0.68825 0.605 -0.703 0.351 -1.1256
C -4.45747 -1.96637 -0.14978 -0.795 -0.618 0.232 0.6841
O -3.92782 -2.88215 0.47160 0.104 1.678 -0.762 -0.5505
C -3.86276 -0.61368 -0.47635 1.607 -0.228 0.587 0.0800
H -6.29009 -2.98531 -0.09468 -0.337 0.244 -0.011 0.3501
H -5.63133 -2.63383 -1.65375 -0.424 0.214 -0.461 0.2478
H -6.47185 -1.28497 -0.77059 0.094 -0.180 -0.075 0.3570
H -4.36815 0.07341 -1.15501 -0.441 -0.395 0.248 0.3673
H -2.84870 -0.72772 -0.85947 0.087 -0.300 -0.283 -0.4783
H -3.62809 -0.13521 0.47448 -0.408 0.330 0.180 0.0575
C 1.05614 -2.70238 4.02253 -1.754 -0.329 -1.736 -0.5119
C 1.71888 -3.29940 5.18972 0.746 0.311 -0.206 0.6361
O 1.53220 -4.40573 5.59667 -0.816 -1.597 0.196 -0.5868
C 2.75101 -2.46200 5.80168 1.196 0.978 0.479 -1.1315
H 0.90102 -1.62429 3.98052 0.569 -0.036 0.195 0.1455
H 0.09088 -3.14299 3.77309 -0.393 -0.110 0.815 0.2875
H 1.53495 -3.07860 3.11849 0.866 0.482 -0.084 0.2378
H 2.19747 -1.69430 6.34235 0.294 0.246 0.290 0.2719
H 3.37632 -1.95952 5.06370 -0.229 0.194 -0.208 0.3457
H 3.44591 -3.00680 6.44075 -0.454 -0.084 0.229 0.3321
C 2.09827 2.91941 3.67695 -0.610 -0.495 -0.076 -0.5138
C 3.13594 3.87233 3.27097 1.904 1.864 1.290 0.4600
O 3.95892 4.29406 4.09406 -1.055 -0.611 -1.874 -0.6054
C 2.98283 4.44951 1.85148 0.505 -0.244 -0.161 -0.5976
H 2.03799 2.13006 2.92768 -0.406 -0.079 0.032 0.0746
H 1.19482 3.52908 3.66330 -0.363 -0.322 -0.146 0.2142
H 2.19845 2.50731 4.68105 0.345 0.130 -0.146 0.4041
H 3.74984 5.16389 1.55238 -0.012 0.211 0.632 0.3809
H 1.99639 4.89582 1.72560 -0.024 0.111 0.220 0.3435
H 3.04824 3.69713 1.06552 -0.187 -0.515 0.212 -0.0952
C 0.08197 -1.50930 -0.89122 -0.595 0.301 -0.511 -0.3335
C -0.15206 -0.14369 -0.29654 0.220 3.826 -1.381 0.3408
O -0.20202 0.88389 -1.07359 0.059 -4.001 3.092 -0.3134
C -0.25195 0.05047 1.26484 -0.410 -0.249 -2.452 -0.3695
H -0.30165 -2.34774 -0.30988 0.286 0.131 0.215 -0.0254
H 1.12744 -1.63141 -1.17438 0.059 -0.098 0.435 0.3803
H -0.44009 -1.48837 -1.84783 -0.094 -0.103 -0.150 -0.2346
H 0.77251 0.10162 1.63358 -0.067 0.098 0.202 0.2992
H -0.78640 -0.79436 1.69928 0.157 -0.015 0.095 0.4970
H -0.82293 0.97165 1.38098 0.385 0.001 0.279 -0.4135
```
Forces are in eV/Å.

The LUMO energy is 0.367 eV. Its SMILES is CCOC(=O)C(F)(F)F.CCOC(=O)C(F)(F)F.CCOC(=O)C(F)(F)F.CCOC(=O)C(F)(F)F.CCN(CC)CC.CC(C)=O.CC(C)=O.CC(C)=O.CC(C)=O.CC(C)=O. The total charge is 0. The value obtained for the relative energy (zero: lowest compared OMol25 entry of this formula, charge and spin) is 327.1 kJ/mol. Its molar mass is 959.9 Da. The calculation puts the orbital gap at 8.360 eV. The calculation puts the total energy at -3679.99784 Eh.